A molecular structure, C5H2NiO6 in a non-equilibrium geometry, computed with ωB97M-V with the def2-TZVPD basis set.

Summary:
- E_tot: -2150.70959 a.u.
- Charge: +2
- Molar mass: 216.8 g mol⁻¹
- Gap between HOMO and LUMO (alpha / beta): 10.55 / 10.54 eV
- 2S+1: 3

Element x y z (Å)
O  2.9794  -0.2560  0.0152
C  -0.0723  -0.8219  -1.7858
H  0.2861  1.4139  1.5886
O  -0.0732  3.6059  -1.3728
H  0.5854  0.0120  2.2082
C  -0.0730  2.5433  -0.9917
O  -0.0639  0.5369  1.7295
C  1.8266  -0.1806  -0.0217
O  -3.1297  -0.2556  0.0154
C  -1.9717  -0.1799  -0.0190
C  -0.0738  -1.8941  0.5948
O  -0.0730  -2.9951  1.0007
O  -0.0732  -1.2821  -2.8452
Ni  -0.0737  -0.2468  -0.1161



A molecular structure, C3H4ClFN in a non-equilibrium geometry, computed with ωB97M-V with the def2-TZVPD basis set.

Summary:
- E_tot: -730.97986 a.u.
- Charge: +1
- Molar mass: 108.5 g mol⁻¹
- Gap between HOMO and LUMO (alpha / beta): 6.54 / 10.17 eV
- 2S+1: 3

Element x y z (Å)
H  -1.2805  1.2605  0.4263
H  0.3391  -2.7446  0.4783
C  0.6605  -1.8218  -0.0193
H  0.2613  0.9992  -0.6163
C  2.5887  -0.4446  -0.4222
C  -0.2647  0.6703  0.2452
H  0.3929  0.6820  1.0752
Cl  3.9555  0.4008  0.0796
F  -0.6289  -0.7577  0.2061
N  1.7344  -1.1362  0.0841



A molecular structure, C25H36GdNO2 in a non-equilibrium geometry, computed with ωB97M-V with the def2-TZVPD basis set.

Summary:
- E_tot: -1944.93416 a.u.
- ΔE to the lowest compared entry with this formula, charge and spin: 242.00 kJ/mol
- Molar mass: 539.8 g mol⁻¹
- Gap between HOMO and LUMO (alpha / beta): 6.46 / 3.89 eV
- 2S+1: 8

Element x y z (Å)
H  1.4440  -1.4896  -10.7491
H  -1.1027  -1.6464  -10.2268
H  0.5075  -2.6053  -1.5104
H  2.2952  3.5804  0.1574
H  2.5833  -0.8879  -1.3631
H  0.8567  1.2934  -10.7379
H  -1.3996  0.9420  -4.3689
C  0.1186  1.0355  -9.9826
H  0.1618  0.7466  5.3625
H  -2.5579  -1.6480  -0.5603
H  -2.4338  0.7126  -1.8079
C  2.4926  2.5198  0.4167
H  -1.6409  2.5465  -0.0330
H  3.1734  3.5480  3.0072
H  -0.5097  -2.8437  0.9397
H  2.8502  -0.1351  1.1640
C  0.8513  1.2857  3.3733
O  0.5618  0.3236  -8.0142
C  0.8652  -2.1029  -0.6282
H  -0.7152  -2.0471  -8.5514
H  0.1426  -0.6292  4.3072
C  1.5742  -1.0797  -9.7470
H  3.5857  2.3264  0.4063
H  -1.3260  1.3461  2.3252
H  1.2519  2.2555  -8.5024
C  0.3630  1.6279  -8.5992
N  0.9679  1.3026  1.9849
C  1.7110  2.2133  3.9334
Gd  0.0000  0.0000  0.0000
O  0.3252  0.5990  -2.1423
C  0.3368  -0.3339  -9.3093
H  -1.9179  -1.2430  2.0133
C  1.9838  -1.2386  -0.5407
C  -2.3029  -0.7031  -0.1102
H  -0.4857  2.1489  -8.1504
C  -1.6601  0.8719  1.4195
H  1.3841  2.3624  -2.1747
C  -1.8365  1.5095  0.1694
C  -0.8807  -1.2244  -9.2460
C  -2.2458  0.5395  -0.7618
C  2.1334  -0.8452  0.7966
H  1.8360  2.4268  4.9881
C  -0.0461  -0.2811  -3.2254
C  -1.9579  -0.4907  1.2456
C  1.1059  -1.4392  1.5491
C  2.4016  2.7948  2.9126
H  0.9347  -1.3025  2.6034
H  -1.7506  -0.6650  -8.9074
C  0.5670  1.8057  -4.1473
C  -0.3579  0.6224  -4.4009
H  -0.8785  1.1896  -10.3871
C  1.9477  2.2109  1.7553
H  1.7831  -1.9047  -9.0669
C  0.4982  1.9528  -2.6436
H  -0.1853  0.1296  -5.3549
C  0.3357  -2.2366  0.6699
H  -0.3612  2.5454  -2.3285
H  0.2555  2.7126  -4.6604
C  -0.0392  0.4535  4.3104
H  1.5833  1.5702  -4.4630
H  -0.8874  -0.8879  -2.9001
H  2.4398  -0.4200  -9.7550
H  2.0182  1.8329  -0.2937
H  -1.1255  0.6094  4.1966
H  0.7977  -0.9408  -3.4345



A molecular structure, C4H8NO3 in a non-equilibrium geometry, computed with ωB97M-V with the def2-TZVPD basis set.

Summary:
- E_tot: -437.61274 a.u.
- ΔE to the lowest compared entry with this formula, charge and spin: 506.04 kJ/mol
- Charge: -1
- Molar mass: 118.1 g mol⁻¹
- Gap between HOMO and LUMO: 6.15 eV
- 2S+1: 1

Element x y z (Å)
C  -0.0447  0.0762  0.6178
H  1.4026  -0.9473  1.6380
C  -0.4571  0.0034  -1.7829
H  1.7253  -0.9240  -0.0231
H  0.1932  -1.1727  -1.6656
C  -0.0536  0.8513  1.9628
H  -0.4587  1.8670  -0.5209
H  -0.9378  -0.5464  0.5496
H  -1.0490  1.3475  2.0025
H  0.6636  1.6962  1.7214
N  1.0127  -0.9545  0.6963
C  0.0740  0.9187  -0.6490
O  -1.5872  -0.4158  -1.6750
H  1.1017  1.2661  -0.7761
O  0.2562  0.1671  3.0584
O  0.4851  -0.5089  -2.5290



7 unconnected molecules or ions with the total composition C36H84BF3N4O10PS in a non-equilibrium geometry, computed with ωB97M-V with the def2-TZVPD basis set.

Summary:
- E_tot: -3457.07393 a.u.
- Charge: +1
- Molar mass: 863.9 g mol⁻¹
- Gap between HOMO and LUMO: 6.88 eV
- 2S+1: 1

Element x y z (Å)
H  6.3206  2.4462  -4.0066
H  9.7256  2.1609  -1.4800
H  -2.1490  -0.2126  6.1332
H  -6.8235  -6.0453  -2.2237
H  0.7409  -6.0990  3.3633
H  -5.6859  1.1480  0.6227
C  2.9261  3.9556  0.2085
H  3.3302  5.3445  -9.0311
C  4.8925  1.5439  2.4777
N  -2.0255  -2.6552  4.4880
H  -7.0350  -3.2815  0.0194
H  0.2105  4.4715  -0.6180
C  -7.0225  3.6736  -3.1785
O  9.6971  4.2686  -3.1294
H  -3.9943  -0.2110  -0.0291
C  -2.1289  0.5171  0.9807
C  0.0656  -5.8128  1.2292
H  -1.9223  0.1756  -1.6489
H  -0.1871  -3.0582  -3.6955
C  -2.6078  1.2141  3.5777
H  -7.1604  5.3957  -1.2835
H  -4.8653  3.4926  0.2334
H  0.3252  -1.4946  3.4145
H  -6.5597  4.6149  -3.4883
H  5.2069  0.4936  2.1600
H  4.2105  3.5881  -4.7566
H  0.4112  -0.9622  -2.2697
C  -3.5561  0.7879  0.3371
H  4.1997  5.7395  -7.5560
H  0.3343  -3.4449  -2.0075
C  1.8444  2.9907  -0.5189
H  -4.3960  -2.9804  3.9554
H  -1.4516  -0.4642  2.9761
C  0.2665  -0.5277  0.3640
H  2.1452  -9.6944  5.2724
S  -1.0347  -4.4939  1.9916
H  -2.0853  2.7209  1.3319
H  0.6970  0.3473  -0.2382
H  0.7637  -5.2510  0.5146
H  3.9605  2.7513  -3.2132
C  10.2190  2.9771  -3.4183
H  -0.5920  -0.5548  5.1004
H  -1.8095  2.3065  5.3101
H  -1.6170  3.1577  -0.8461
O  2.8178  3.4845  -7.1685
H  -3.5305  0.8981  4.1891
H  2.0822  3.7261  -7.7439
C  2.0000  -8.0035  6.2244
C  0.4083  3.4957  -0.0473
O  -7.5433  4.5585  -0.9943
C  -1.4626  1.4264  4.6613
C  4.3761  2.3985  1.2262
H  4.5603  5.5069  -3.5320
H  5.0974  5.1691  -8.9796
F  -3.5896  1.6249  -0.8354
C  0.9949  -6.5230  2.3340
C  -8.0991  3.9218  -2.1399
C  -1.2177  0.2191  5.6650
O  -6.3788  -3.0959  -0.6647
H  -1.4679  -3.5350  -2.5015
C  -1.3056  -0.6967  0.2761
C  -1.6890  -0.8827  -1.2685
H  0.4587  3.7849  1.0474
H  8.4740  1.9378  -2.6928
H  -8.5434  2.9783  -1.8176
H  4.8532  3.3394  -7.2804
N  -3.3873  -1.0786  2.5523
H  -7.8988  -5.2745  -1.0384
C  -2.9093  -2.0871  1.5746
H  6.5359  4.2105  -4.0161
C  5.9943  3.3831  -3.5485
C  9.5553  1.9374  -2.5371
B  0.9926  -0.4953  1.7995
H  6.2743  3.3759  -2.4923
P  -3.3944  -1.9574  4.0816
H  11.3020  2.9908  -3.2592
C  -4.7280  1.4044  1.2090
H  -1.8661  -3.7160  -0.1559
C  -1.3585  1.9071  0.9771
H  -7.6075  -4.4927  -2.5846
H  2.8626  -6.9493  4.5519
H  -2.8834  2.2281  3.1724
C  -7.1362  -5.0888  -1.8000
H  3.9558  -8.0965  5.3106
H  -1.0152  -0.9742  -3.3498
H  4.1128  1.4505  3.2933
H  -7.4365  3.1794  -4.0603
H  -3.8599  -3.9772  1.7119
C  4.1767  5.0507  -8.4039
O  1.4495  -9.0431  5.4231
H  1.9587  3.1504  -1.6475
H  -6.2273  3.0482  -2.7643
N  -1.6395  -1.9474  0.9928
H  -3.9920  3.4841  1.9122
H  9.8770  4.4533  -2.1997
H  2.1006  -6.3711  2.0917
O  0.8906  -1.6760  2.6368
N  -3.8418  -3.0517  1.2828
H  1.2139  -7.2685  6.4076
H  -5.4853  -4.9357  -0.4113
H  -0.4940  1.9743  1.7281
H  -0.5519  1.7348  -1.2014
C  3.1749  -7.3587  5.5156
O  3.3845  3.3527  1.4596
C  -5.9556  -4.3472  -1.2068
H  2.1165  1.9420  -0.1933
C  -0.6392  -1.3753  -2.3388
H  5.8189  2.0119  2.9499
H  3.9824  2.9274  -8.7691
H  -5.7845  3.2465  1.7741
O  4.8754  2.1228  0.1256
H  -0.5132  -6.5649  0.6140
H  3.6019  -6.5544  6.1190
H  2.3879  4.9160  0.5273
H  -3.8675  -1.0600  5.0956
H  9.9422  0.9384  -2.7513
H  -4.5284  -2.7663  0.5500
C  4.4975  3.5678  -3.7004
O  1.7287  0.6784  2.1929
H  -0.5253  0.6084  6.4873
H  0.7947  -7.6345  2.2794
H  -5.2066  -4.1447  -1.9745
H  2.3082  -8.4260  7.1859
H  -8.8931  4.5567  -2.5452
H  1.7609  0.6708  3.1763
C  -2.3692  0.0536  2.5126
C  -0.8009  2.4876  -0.3982
C  4.0173  3.6215  -7.9235
C  -4.7854  3.0188  1.2548
H  0.8148  -1.4159  -0.1286
F  -2.8516  -1.7282  -1.4739
H  3.7681  4.2668  -0.4785
H  10.0287  2.7639  -4.4717
H  -4.9113  0.9509  2.2257
H  -0.1214  -3.3185  0.0886
H  -2.1317  -3.6750  4.5684
O  4.0891  4.7895  -3.0915
F  -0.1883  1.8021  4.1388
C  -0.5108  -2.9446  -2.6014
C  -1.1274  -3.2346  0.5840



8 unconnected molecules or ions with the total composition C22H46O8 in a non-equilibrium geometry, computed with ωB97M-V with the def2-TZVPD basis set.

Summary:
- E_tot: -1467.67034 a.u.
- ΔE to the lowest compared entry with this formula, charge and spin: 44.02 kJ/mol
- Charge: -1
- Molar mass: 438.6 g mol⁻¹
- Gap between HOMO and LUMO (alpha / beta): 2.52 / 7.10 eV
- 2S+1: 2

Element x y z (Å)
C  14.7867  14.6863  -16.9532
H  15.2949  16.7587  -16.9187
H  9.0195  13.5304  -18.1575
C  10.7773  16.4735  -17.4598
C  9.1487  12.8273  -17.3346
H  11.6460  16.1384  -21.3459
H  10.1331  14.5082  -14.5690
H  11.8316  18.2946  -24.5634
C  5.9180  16.5047  -15.2665
H  10.6457  16.9656  -24.7111
H  7.0140  11.9765  -19.2646
H  9.0301  13.3100  -16.3645
H  13.5733  16.4517  -16.7159
C  10.9921  12.8839  -20.1543
H  10.2847  15.9496  -22.3993
C  14.4666  16.1344  -17.2539
H  10.6069  15.3556  -11.6252
H  14.0200  12.8851  -17.5288
C  11.0027  14.3418  -11.6863
O  11.0189  14.0521  -19.8023
H  10.7552  17.6140  -22.0918
O  7.4646  11.3298  -16.3939
C  12.1645  16.6440  -23.2662
H  11.7580  15.0927  -14.9160
C  13.4957  17.6889  -12.3630
H  10.2906  13.5511  -11.4505
C  11.7015  17.2130  -24.6007
C  5.4369  17.7090  -17.4665
C  11.8381  11.7500  -19.5010
H  5.9904  17.0038  -14.3002
H  4.6284  16.9911  -17.6042
C  11.1364  16.5978  -22.1929
H  11.5637  18.3275  -14.6472
H  14.4480  18.2181  -12.3266
H  5.9267  17.7280  -18.4400
H  7.1794  10.3519  -18.5810
C  7.7024  11.2886  -18.7738
C  6.4078  17.4808  -16.3201
H  11.2180  10.9314  -19.1357
O  11.5801  19.0839  -11.7363
H  4.8605  16.2584  -15.3629
H  12.4026  16.7890  -25.3195
H  6.5053  15.5906  -15.3531
H  8.5084  11.0742  -19.4755
H  11.7584  14.2693  -10.9040
C  13.6301  13.7449  -16.9839
H  5.1002  18.7433  -17.3959
H  10.0863  11.4572  -21.6044
C  10.9935  15.0236  -14.1421
H  11.2426  17.0565  -16.6650
H  14.2697  16.1730  -18.3253
H  9.1207  12.9384  -21.3708
H  13.1095  19.1188  -14.5073
C  11.6328  14.2028  -13.0303
O  11.4194  16.5048  -18.7060
C  12.1067  19.0846  -14.0814
H  10.6212  15.9592  -13.7249
H  10.6380  15.4750  -17.0454
O  13.3356  16.2086  -23.0683
H  13.3512  13.4892  -15.9617
O  15.9560  14.3343  -16.7660
H  13.3089  17.3220  -11.3538
H  11.5126  19.9923  -13.9755
H  10.0832  12.2721  -17.4164
H  12.4014  11.3128  -20.3255
C  10.1223  12.5106  -21.3266
H  12.7909  14.0876  -17.5892
O  12.6452  13.5555  -13.2229
H  9.7826  16.9182  -17.4312
H  11.2263  15.7182  -19.2213
O  7.4894  18.1157  -16.1900
C  8.0183  11.8012  -17.4206
C  12.3276  18.6629  -12.6389
H  13.5210  16.7869  -12.9744
H  12.5516  12.2535  -18.8487
H  10.6102  12.9129  -22.2144



Question: Which value of molar mass does entry 4 give?
Answer: 118.1 g mol⁻¹